1.
A gas-phase ion, C4H8 (charge +1) at a distorted geometry, computed with ωB97M-V/def2-TZVPD.

```
! RIJCOSX wB97M-V def2-TZVPD def2/J DEFGRID3
* xyz 1 2
C -0.3933 1.5642 0.4597
C -0.3010 0.3229 -0.3743
C 0.4028 -0.7632 0.2522
C 0.8681 -1.8603 -0.4451
H -1.0652 1.4009 1.3153
H 0.5242 1.8782 0.9734
H -0.7503 2.4803 0.0145
H -0.2729 0.4329 -1.4692
H -1.3962 -0.0159 -0.4482
H 0.5904 -0.6723 1.3187
H 1.2575 -2.8164 -0.1154
H 0.5359 -1.9514 -1.4816
*
```

Frontier orbital gap (spin up / spin down)   11.17 / 7.84 eV
E_tot   -156.81445 a.u.
⟨S²⟩   0.7556
Relative energy (zero: lowest compared OMol25 entry of this formula, charge and spin)   25.5 kcal per mole
LUMO energy (spin up / spin down)   -5.259 / -9.099 eV

2.
2 unconnected molecules or ions with the total composition C5H14N2Si at a distorted geometry, computed with ωB97M-V/def2-TZVPD.

```
! RIJCOSX wB97M-V def2-TZVPD def2/J DEFGRID3
* xyz 0 1
C 0.6266 0.4223 1.9098
C -0.1418 1.0078 1.0590
C -2.7876 -0.7283 -1.2866
C -1.4335 0.4434 0.5617
C -1.4709 -0.0007 -0.9230
N 1.6630 -0.0295 -1.1728
N 3.2977 -0.4607 0.8301
Si 1.8711 -1.1918 0.1401
H 1.6302 1.0170 2.0807
H 0.3420 -0.4494 2.5500
H 0.1609 1.9397 0.6153
H -2.8015 -0.5923 -2.3413
H -3.6864 -0.2743 -0.9531
H -2.6673 -1.7571 -1.0846
H -1.5968 -0.3584 1.1957
H -2.1599 1.2247 0.6913
H -1.2210 0.7619 -1.6228
H -0.6011 -0.7174 -1.0805
H 2.2970 0.7213 -1.3583
H 0.8642 -0.2170 -1.7561
H 3.7451 -0.6393 1.7058
H 4.0701 -0.1219 0.2397
*
```

Frontier orbital gap   8.77 eV
E_tot   -597.86944 a.u.
Relative energy (zero: lowest compared OMol25 entry of this formula, charge and spin)   30.1 kcal per mole
LUMO energy   0.966 eV

3.
2 unconnected molecules or ions with the total composition C23H28N3 at a distorted geometry, computed with ωB97M-V/def2-TZVPD.

```
! RIJCOSX wB97M-V def2-TZVPD def2/J DEFGRID3
* xyz 1 1
C -2.8669 -1.0692 -0.8453
C -3.2674 -1.9163 -2.0365
N -2.0649 -2.2267 -2.8626
C -1.4388 -0.9615 -3.3349
C -1.0341 -0.1108 -2.1485
N -1.3831 -0.7904 -0.8568
C -0.6930 -2.1240 -0.8101
C -1.0939 -2.9710 -2.0018
H -3.4023 -0.1114 -0.8757
H -3.0963 -1.6082 0.0850
H -3.6805 -2.8796 -1.7042
H -3.9816 -1.3735 -2.6700
H -0.5540 -1.2303 -3.9242
H -2.1784 -0.4307 -3.9466
H 0.0515 0.0725 -2.1701
H -1.5602 0.8537 -2.1755
H 0.3953 -1.9674 -0.7895
H -1.0030 -2.6165 0.1242
H -1.6045 -3.8815 -1.6651
H -0.2169 -3.2040 -2.6159
C -1.3853 -1.1942 3.8382
C -0.1893 -1.1080 3.0136
N 0.8029 -1.9941 3.1830
C 1.9040 -1.6774 2.3993
C 1.5700 -0.5147 1.6416
C 2.4470 -0.0974 0.6493
C 3.6662 -0.7867 0.4911
C 3.9266 -1.9764 1.2009
C 3.0070 -2.4555 2.1377
C 0.1950 -0.1592 2.0151
C -0.5729 0.8768 1.5244
C -0.0503 2.0367 0.8902
C 1.1942 2.6682 1.2011
C 1.6957 3.6733 0.3816
C 0.9608 4.1141 -0.7249
C 1.5595 5.0896 -1.6969
C -0.3486 3.6504 -0.9204
C -0.8719 2.6879 -0.0807
H -1.9970 -0.3022 3.6810
H -1.9709 -2.0917 3.5792
H -1.1404 -1.2760 4.9122
H 0.7139 -2.7947 3.8001
H 2.1700 0.7458 0.0048
H 4.4094 -0.4076 -0.2151
H 4.8425 -2.5214 1.0037
H 3.0971 -3.4091 2.6716
H -1.6509 0.8476 1.7321
H 1.7285 2.3838 2.1116
H 2.6813 4.0993 0.5761
H 0.8209 5.3381 -2.4662
H 1.8658 6.0217 -1.2039
H 2.4496 4.6885 -2.2030
H -0.9411 4.0216 -1.7542
H -1.9161 2.3699 -0.1503
*
```

Frontier orbital gap   5.83 eV
E_tot   -1057.23812 a.u.
Relative energy (zero: lowest compared OMol25 entry of this formula, charge and spin)   26.7 kcal per mole
LUMO energy   -4.607 eV

4.
A molecular structure, C27H28HgIN3O2 at a distorted geometry, computed with ωB97M-V/def2-TZVPD.

```
! RIJCOSX wB97M-V def2-TZVPD def2/J DEFGRID3
* xyz 0 1
C -3.4627 -1.3910 -1.2755
C -3.7568 -0.8646 0.3770
H -4.1046 -0.9646 -2.0674
H -3.8924 -2.3991 -1.1472
H -2.4298 -1.6658 -1.5621
H -3.9825 0.1746 0.7407
H -4.7765 -1.2624 0.4789
H -3.0838 -1.3935 1.0598
C -0.7214 2.3315 -2.8005
C -0.2664 3.5136 -3.3846
C -0.1772 4.6684 -2.6032
C -0.5129 4.5734 -1.2543
H -0.8468 1.4200 -3.3828
H -0.0105 3.5130 -4.4419
H 0.1406 5.6184 -3.0257
H -0.4784 5.4344 -0.5859
N -1.0891 2.2547 -1.5113
C -0.9286 3.3437 -0.7236
C -1.2325 3.1631 0.7082
N -1.8584 2.0200 1.0472
C -2.0465 1.7217 2.3342
C -1.0972 3.8187 3.0300
C -1.6824 2.5933 3.3601
H -2.5051 0.7564 2.5467
H -1.8676 2.2973 4.3872
C -0.8554 4.1003 1.6848
H -0.3719 5.0190 1.3583
H -0.8244 4.5374 3.7979
Hg -2.6729 0.5614 -0.8075
I -4.4695 2.2011 -2.2964
C 4.3124 -0.0576 -1.4987
C 3.0656 -0.8557 -1.7515
C 2.3513 -0.6516 -2.9333
C 1.1949 -1.3828 -3.2155
C 0.7382 -2.3226 -2.2960
C 1.3935 -2.4575 -1.0611
N 0.8100 -3.3000 -0.1176
C 0.6459 -3.0636 1.2412
C 0.6974 -4.1517 2.1325
C 0.8236 -3.9137 3.5003
C 0.8264 -2.5984 3.9929
C 0.6490 -1.5234 3.1136
C 0.5232 -1.7545 1.7458
C 0.2150 -0.6014 0.8164
O 0.8524 0.4539 0.9639
O -0.7057 -0.8660 -0.0368
C 2.6083 -1.7875 -0.8122
C 3.3799 -2.0321 0.4454
H 4.2215 0.5577 -0.5937
H 5.1943 -0.7002 -1.3773
H 4.5032 0.6109 -2.3427
H 2.7203 0.0896 -3.6378
H 0.6451 -1.2207 -4.1452
H -0.1594 -2.9172 -2.4813
H 0.3911 -4.1568 -0.4663
H 0.6976 -5.1695 1.7246
H 0.9330 -4.7592 4.1832
H 0.9495 -2.4068 5.0584
H 0.6125 -0.4940 3.4642
H 3.0820 -1.3212 1.2351
H 3.2372 -3.0498 0.8319
H 4.4544 -1.8907 0.2766
*
```

Frontier orbital gap   6.59 eV
E_tot   -1811.47781 a.u.
LUMO energy   -0.465 eV

5.
A molecular structure, C10H18N2O5 at a distorted geometry, computed with ωB97M-V/def2-TZVPD.

```
! RIJCOSX wB97M-V def2-TZVPD def2/J DEFGRID3
* xyz 0 1
C 1.0248 -0.6133 0.1414
C -0.3562 -0.3963 -0.5658
C 2.0861 0.0693 -0.6959
C 1.6527 1.4916 -0.7590
C 3.5343 -0.3769 -0.1622
C 4.0302 0.1621 1.2441
C -2.6671 0.5965 -0.2234
C -2.9234 2.2108 -0.1387
C -3.5761 -0.2208 0.7807
C -3.8108 -1.7059 0.0897
H 1.1909 -2.4297 -0.9507
H 0.5585 -2.6588 0.3831
H 1.2237 -0.4351 1.1346
H 1.9871 -0.5350 -1.6069
H 0.7102 1.4201 -1.2865
H 1.4195 1.8791 0.2674
H 2.1494 2.2815 -1.4226
H 4.3874 0.0257 -0.7652
H 3.5230 -1.4818 -0.1911
H 3.8627 -0.6388 2.3150
H 3.5988 1.1423 1.1699
H 5.2020 0.4775 1.3088
H -1.0194 0.1548 1.1918
H -2.9186 0.3351 -1.3177
H -2.8094 -0.3838 1.9101
H -4.6420 0.5910 1.1125
H -2.4882 -1.3980 -1.2954
H -1.0112 2.0917 0.1153
N 1.2950 -2.1691 0.0139
N -1.2344 0.2868 0.2119
O -0.6596 -0.6861 -1.6466
O -4.0232 2.7085 0.1932
O -4.2612 -2.6662 0.8124
O -3.2939 -2.0518 -1.1554
O -1.7414 2.9228 -0.2125
*
```

Frontier orbital gap   10.34 eV
E_tot   -877.35448 a.u.
Relative energy (zero: lowest compared OMol25 entry of this formula, charge and spin)   178.9 kcal per mole
LUMO energy   -0.019 eV

6.
2 unconnected molecules or ions with the total composition C8H20N3O, computed with ωB97M-V/def2-TZVPD.

```
! RIJCOSX wB97M-V def2-TZVPD def2/J DEFGRID3
* xyz 1 1
C 1.9237 0.0200 -0.1993
C 0.8174 -0.9865 -0.1641
N 0.7993 -2.0931 0.4481
C -0.4670 -0.7193 -0.9383
N -1.6530 -1.1513 -0.1292
C -2.9436 -1.0516 -0.8905
C -3.3517 0.4218 -1.1193
N -2.7011 1.3596 -0.2279
C -2.4825 0.8904 1.1211
C -1.8275 -0.5121 1.2238
H 1.9885 0.5259 0.7672
H 1.7723 0.7798 -0.9654
H 2.8814 -0.4672 -0.3871
H 1.6683 -2.2921 0.9443
H -0.4601 -1.3718 -1.8134
H -0.5944 0.3038 -1.2761
H -1.4674 -2.1433 0.0502
H -3.6789 -1.5820 -0.2874
H -2.8160 -1.5941 -1.8265
H -4.4352 0.4780 -0.9897
H -3.1444 0.7196 -2.1455
H -1.8907 1.8024 -0.6314
H -1.8622 1.6184 1.6387
H -3.4376 0.8622 1.6500
H -0.8594 -0.5043 1.7144
H -2.4689 -1.1955 1.7783
C 5.0196 1.6521 0.3447
O 5.2100 0.2494 0.2085
H 4.6751 2.0153 -0.6218
H 4.2619 1.8883 1.0985
H 5.9461 2.1707 0.5958
H 5.5780 -0.0934 1.0293
*
```

Frontier orbital gap   10.15 eV
E_tot   -556.05301 a.u.
Relative energy (zero: lowest compared OMol25 entry of this formula, charge and spin)   0.0 kcal per mole
LUMO energy   -2.719 eV